{"formula": "C63H162N6O21", "method": "ωB97M-V with the def2-TZVPD basis set", "largest_force_ev_per_a": 3.30, "lumo_ev": 0.485, "elements": ["O", "O", "O", "O", "O", "O", "O", "O", "O", "O", "O", "O", "O", "O", "O", "O", "O", "O", "O", "O", "O", "N", "N", "N", "N", "N", "N", "C", "C", "C", "C", "C", "C", "C", "C", "C", "C", "C", "C", "C", "C", "C", "C", "C", "C", "C", "C", "C", "C", "C", "C", "C", "C", "C", "C", "C", "C", "C", "C", "C", "C", "C", "C", "C", "C", "C", "C", "C", "C", "C", "C", "C", "C", "C", "C", "C", "C", "C", "C", "C", "C", "C", "C", "C", "C", "C", "C", "C", "C", "C", "H", "H", "H", "H", "H", "H", "H", "H", "H", "H", "H", "H", "H", "H", "H", "H", "H", "H", "H", "H", "H", "H", "H", "H", "H", "H", "H", "H", "H", "H", "H", "H", "H", "H", "H", "H", "H", "H", "H", "H", "H", "H", "H", "H", "H", "H", "H", "H", "H", "H", "H", "H", "H", "H", "H", "H", "H", "H", "H", "H", "H", "H", "H", "H", "H", "H", "H", "H", "H", "H", "H", "H", "H", "H", "H", "H", "H", "H", "H", "H", "H", "H", "H", "H", "H", "H", "H", "H", "H", "H", "H", "H", "H", "H", "H", "H", "H", "H", "H", "H", "H", "H", "H", "H", "H", "H", "H", "H", "H", "H", "H", "H", "H", "H", "H", "H", "H", "H", "H", "H", "H", "H", "H", "H", "H", "H", "H", "H", "H", "H", "H", "H", "H", "H", "H", "H", "H", "H", "H", "H", "H", "H", "H", "H", "H", "H", "H", "H", "H", "H", "H", "H", "H", "H", "H", "H", "H", "H", "H", "H", "H", "H"], "coordinates": [[3.722, 5.953, 1.654], [-1.315, -0.560, -1.770], [1.711, 4.412, 5.045], [-4.389, 2.496, -4.476], [8.589, 2.708, 2.912], [1.897, -0.615, -5.487], [1.492, 2.811, -2.164], [-3.393, 0.401, 4.626], [0.569, 0.028, 2.886], [0.912, 1.203, -7.534], [5.499, -3.615, 3.358], [4.136, 3.758, -2.740], [-6.277, -0.583, 1.344], [0.744, -5.498, 6.648], [-2.127, 6.876, 4.101], [2.548, -1.236, 8.844], [-1.209, -4.958, 0.998], [-4.174, -2.792, -7.494], [4.921, -3.471, 0.602], [-3.021, -5.395, -3.201], [-10.174, -5.468, -8.843], [0.214, 0.931, 0.130], [-0.376, -2.485, 7.026], [-3.501, -3.876, -0.712], [-3.941, 1.206, 1.801], [-6.806, -4.353, -8.010], [5.167, 3.502, 2.141], [0.819, -0.106, -0.706], [-5.762, -3.793, -8.904], [1.503, 3.588, 7.291], [3.865, -1.843, -0.670], [1.127, 1.500, 1.083], [-1.040, -3.735, 6.687], [5.033, -2.666, 4.290], [-4.321, -3.889, -8.352], [0.892, -2.593, 7.864], [-4.303, 2.650, -2.028], [-0.197, -4.738, 5.915], [0.559, 2.468, 5.199], [3.872, -3.319, -0.324], [2.962, 6.624, 0.663], [3.125, 4.699, 2.058], [4.021, 3.873, 2.959], [4.855, 1.836, -1.496], [0.590, 3.762, -2.703], [-4.029, -3.521, -2.027], [-2.937, -2.723, -6.844], [7.436, 2.673, 2.071], [-6.281, -1.931, 1.870], [0.847, 3.246, -6.421], [3.184, -0.175, -5.217], [-3.139, -0.428, 5.786], [0.809, 3.814, 5.910], [6.203, 2.907, 2.975], [3.812, -0.762, -3.972], [-6.389, 2.936, -3.434], [-2.698, 1.527, 2.579], [1.535, -6.374, 5.817], [-1.049, 6.619, 3.190], [-2.338, 0.480, 3.729], [-2.131, -5.937, -4.173], [-0.431, -5.341, 2.065], [3.848, -3.247, 4.966], [-0.199, 4.301, -1.479], [0.060, -0.406, -2.067], [-1.620, -3.597, 1.038], [-9.052, -5.377, -8.023], [-0.028, 2.158, -7.041], [3.970, -0.447, -6.528], [1.295, 4.911, -3.346], [-2.251, -3.204, -0.311], [-3.062, -3.975, -3.163], [-5.147, -0.430, 0.462], [-3.807, -0.107, 1.155], [-7.894, -4.774, -8.874], [1.005, -0.940, 3.919], [3.093, 0.022, 9.058], [9.811, 2.343, 2.200], [4.766, 3.380, -1.526], [-0.676, 1.427, -5.847], [-2.032, -0.396, -3.005], [1.376, -1.174, 8.215], [-1.312, 5.268, 2.545], [6.068, 4.099, -1.396], [-5.112, 2.203, -3.285], [-11.185, -6.241, -8.280], [2.492, -3.729, 0.264], [-0.922, 7.766, 2.194], [4.692, -1.315, 3.702], [1.691, 0.565, 2.184], [2.999, -1.727, -1.322], [3.819, -1.498, -6.774], [-0.156, -6.391, 1.961], [-1.394, -3.351, -0.967], [-1.737, 0.515, -3.526], [-3.413, -3.579, -4.115], [0.228, -1.541, 4.391], [5.737, -3.595, 0.112], [-0.138, 7.531, 1.474], [1.589, 3.655, -7.106], [3.184, 0.914, -5.159], [1.860, 0.169, -0.871], [-2.046, -0.462, 3.264], [-11.386, -5.836, -7.288], [0.609, 2.348, 1.530], [0.589, 5.689, -3.637], [-0.469, 4.689, 2.167], [2.275, 1.259, 2.788], [-4.843, 2.363, -1.126], [6.665, 3.866, -0.514], [7.636, 3.446, 1.329], [0.446, -4.710, 2.205], [9.956, 1.263, 2.195], [-3.084, -0.259, -2.755], [-5.332, 1.142, -3.171], [-1.831, 4.688, 3.308], [-2.413, -0.003, 6.478], [1.941, 4.576, -4.158], [5.532, 4.375, 1.788], [4.282, -0.657, 4.467], [7.333, 1.783, 1.451], [-7.157, -3.552, -7.504], [0.643, -0.651, 8.830], [-4.118, -4.831, -7.842], [4.010, -1.831, -4.053], [-0.178, 3.302, -3.324], [4.752, -0.287, -3.691], [0.952, 2.246, -1.607], [1.858, 5.532, -2.649], [3.451, 7.590, 0.539], [2.938, 6.126, -0.307], [-8.649, -6.332, -7.687], [2.474, 3.124, 7.116], [1.462, -0.659, 7.258], [-4.107, -2.438, -2.116], [1.847, 5.312, 5.352], [-5.799, -4.200, -9.915], [-4.056, 3.710, -1.976], [-7.075, 2.811, -2.596], [-2.293, -5.547, -5.178], [-7.608, -5.526, -9.609], [0.233, 0.451, -2.718], [4.143, -4.148, 5.503], [-0.714, 2.544, -7.795], [5.951, 1.877, 3.227], [0.501, 4.718, -0.756], [-0.132, 4.363, 5.953], [1.463, 1.882, 5.032], [-0.204, 1.913, 5.744], [3.847, 1.423, -1.450], [0.185, 3.998, -5.992], [9.962, 2.780, 1.213], [-2.309, -7.011, -4.229], [0.348, -4.174, 5.158], [4.956, -3.610, 2.566], [-3.034, -0.039, 0.389], [-7.067, -2.062, 2.614], [-2.064, 5.373, 1.762], [10.691, 2.654, 2.764], [-2.886, -1.444, 5.482], [-6.911, 2.603, -4.331], [-1.606, 1.940, -5.604], [-1.958, 7.681, 4.595], [-10.789, -7.235, -8.074], [-1.449, 0.945, 4.156], [3.103, -0.569, -3.167], [-4.973, 2.469, -5.238], [1.415, 2.905, -5.556], [3.684, 0.188, -7.366], [2.822, 3.957, 1.320], [4.008, -3.937, -1.212], [-5.024, -1.249, -0.246], [1.442, 1.604, -8.227], [-0.128, 1.415, -4.905], [4.773, -1.600, -1.223], [0.239, 2.620, 4.168], [-4.072, -0.385, 6.347], [-3.617, -3.735, -9.171], [0.892, -7.120, 5.351], [-1.861, -1.255, -3.654], [-0.901, 5.063, -1.816], [-0.997, -5.329, 5.470], [1.442, -0.420, 4.772], [0.452, -1.301, -2.549], [-1.045, 0.420, -6.044], [4.186, -1.328, 2.736], [-1.104, -1.900, 7.410], [4.210, 3.673, -0.636], [-5.000, -3.997, -2.163], [2.184, 5.049, 2.484], [1.425, -0.022, -6.076], [-2.271, -3.466, 1.903], [-1.074, -5.811, -3.941], [2.367, -0.176, 1.757], [1.650, -3.473, -0.379], [4.037, -0.128, 9.581], [5.945, 5.176, -1.514], [3.516, 2.948, 3.238], [-3.491, -0.894, 1.840], [1.622, -3.201, 7.330], [-1.512, -4.232, 7.535], [-0.570, 0.532, 0.626], [5.871, -2.536, 4.975], [5.643, -0.842, 3.457], [1.623, -1.736, 3.505], [2.002, -5.802, 5.016], [3.481, -2.627, 5.784], [-1.038, -5.222, 2.962], [5.330, 1.462, -0.589], [1.758, 4.515, 7.805], [5.027, -0.276, -6.326], [-2.073, -3.540, -3.017], [-3.308, -4.865, -0.777], [-2.083, -2.615, -7.511], [0.844, 3.054, 7.975], [2.453, 0.648, 9.679], [-0.737, 8.700, 2.725], [-1.897, 7.981, 1.756], [-0.835, -2.904, 1.343], [0.674, -3.191, 8.749], [-4.760, 1.220, 2.392], [2.971, -3.471, 4.358], [-6.617, -2.593, 1.071], [5.382, 1.399, -2.344], [-0.113, 6.465, 3.727], [-5.428, -2.371, 2.386], [-3.299, 2.227, -2.033], [-2.850, -1.905, -6.129], [3.908, -1.186, 0.199], [2.538, -4.797, 0.476], [2.335, -6.856, 6.380], [6.563, 3.470, 3.836], [-6.024, -2.768, -9.163], [3.197, 0.542, 8.105], [-2.998, 2.478, 3.019], [-6.189, 3.994, -3.607], [-2.772, -3.648, -6.290], [3.293, 3.298, -2.727], [-0.786, 3.562, -0.934], [4.381, 4.358, 3.866], [-9.295, -4.710, -7.195], [1.886, 2.029, 0.507], [-12.023, -6.232, -8.977], [2.425, -3.237, 1.234], [0.724, -1.056, -0.179], [6.768, 3.769, -2.164], [-1.928, 1.761, 1.844], [-8.348, -3.941, -9.411], [-2.366, -2.120, -0.335], [1.940, 6.771, 1.013], [-5.397, 0.478, -0.086], [-1.864, -3.397, 6.060]]}